Record 1
{"formula": "C7H10N2S", "method": "wB97M-V/def2-TZVPD", "species": ["C", "N", "C", "N", "C", "C", "S", "H", "H", "H", "H", "H", "H", "C", "C", "C", "H", "H", "H", "H"], "coordinates": [[0.7719, -2.6727, -0.7740], [0.3316, -1.2545, -1.0707], [-0.6584, -0.8048, -0.3437], [-1.3004, -0.4998, 0.5542], [0.8306, -0.7896, -2.2629], [0.4694, 0.3096, -2.9203], [-0.8297, 1.4823, -2.3844], [1.4548, -3.1123, -1.5707], [1.3471, -2.4375, 0.1615], [-0.0023, -3.4424, -0.5518], [1.5515, -1.3647, -2.6489], [0.8457, 0.7425, -3.7725], [-1.7126, 0.4926, -2.0657], [0.4790, 2.9906, 1.9144], [-0.1866, 2.2274, 2.5767], [-0.8840, 1.2223, 3.4091], [0.8060, 3.7330, 1.2516], [-0.6622, 1.2792, 4.4006], [-2.0278, 1.5128, 3.2627], [-0.6236, 0.3862, 2.8349]], "mulliken_charge": [-0.91, 0.01, 0.42, -0.54, 0.33, -0.87, -0.22, 0.29, 0.34, 0.30, 0.35, 0.38, 0.12, -0.14, -0.18, -0.89, 0.42, 0.37, 0.22, 0.20], "smiles": "CN(C#N)/C=C\\S.C#CC"}

***

Record 2
{"formula": "C7H10N4O", "method": "wB97M-V/def2-TZVPD", "species": ["C", "C", "O", "N", "C", "C", "N", "C", "C", "N", "C", "N", "H", "H", "H", "H", "H", "H", "H", "H", "H", "H"], "coordinates": [[0.9797, 2.1091, 0.4840], [1.7732, 0.8635, 0.0361], [1.0918, 0.3374, -1.1011], [0.0451, -0.5187, -1.0005], [0.1472, -1.8192, 0.0506], [1.3508, -2.6443, -0.2576], [-0.9302, -1.8293, 0.7113], [-1.7428, -0.7446, 0.3626], [-2.8488, -0.0172, 0.8306], [-2.9478, 1.0948, 0.0422], [-1.9823, 1.0586, -0.8688], [-1.1742, -0.0107, -0.6021], [0.8721, 2.3300, 1.5508], [1.5376, 3.0989, 0.1143], [0.0445, 2.1885, 0.0626], [1.7813, 0.1744, 0.7909], [2.7346, 1.0358, -0.2642], [2.2383, -2.0991, -0.2074], [1.1935, -2.8186, -1.2416], [1.2615, -3.4672, 0.4402], [-3.5023, -0.2353, 1.6493], [-1.9229, 1.9133, -1.5822]], "mulliken_charge": [-0.88, -0.49, -0.35, -0.38, 0.80, -1.19, -0.72, 0.46, -0.53, -0.59, -0.03, 0.36, 0.31, 0.25, 0.22, 0.29, 0.58, 0.32, 0.36, 0.36, 0.41, 0.43], "smiles": "CCOn1c(C)nc2cncn21"}

***

Record 3
{"formula": "C7H10N4O", "method": "wB97M-V/def2-TZVPD", "species": ["C", "C", "C", "C", "C", "C", "C", "H", "H", "H", "H", "H", "H", "H", "H", "H", "H", "N", "N", "N", "N", "O"], "coordinates": [[3.2566, 0.3519, -0.2160], [2.5025, -1.5830, -0.2508], [-1.3698, 2.4197, -0.9143], [-1.4937, 1.3580, -0.3602], [-1.6015, 0.0422, 0.2603], [-1.3142, -1.2253, -0.5456], [-2.9894, -0.6208, 0.4525], [0.5437, 1.5145, 0.2699], [1.1641, 1.3387, 1.8013], [3.8698, 1.2463, -0.2280], [2.4081, -2.6510, -0.4244], [-1.2211, 3.3802, -1.3695], [-1.0328, 0.0198, 1.2161], [-1.3349, -1.0595, -1.6228], [-0.4221, -1.8029, -0.2817], [-3.2985, -0.7258, 1.4927], [-3.7977, -0.1622, -0.1588], [1.4004, 1.4465, 0.8220], [2.1014, 0.3205, 0.3960], [3.5737, -0.8480, -0.6612], [1.5812, -0.9190, 0.4292], [-2.5255, -1.8408, -0.1067]], "mulliken_charge": [0.16, -0.15, 0.47, -1.55, 0.64, -0.26, -0.48, 0.10, 0.31, 0.36, 0.40, 0.45, 0.26, 0.32, 0.12, 0.26, 0.30, -0.71, 0.59, -0.61, -0.56, -0.42]}

***

Per-record energy above the lowest of the compared OMol25 structures with the same formula, charge and spin, eV: 4.3518, 5.5793, 4.8834
Per-record HOMO, eV: -8.4, -8.2, -9.8
Per-record HOMO-LUMO gap, eV: 8.99, 8.92, 10.62